# 1
Entry from OMol25: a structure of composition C49H44N7O2PdS4 (ωB97M-V/def2-TZVPD).

Structure (XYZ):
```
107
Properties=species:S:1:pos:R:3:forces:R:3
Pd 1.749554 1.366369 -0.258674 0.3 1.1 -0.1
O 2.177454 1.834202 2.139005 -0.3 -0.1 -0.8
N 3.330541 2.294312 2.458546 -3.2 -0.1 2.2
C 3.329042 3.019976 3.642380 2.5 -0.6 -0.2
C 4.571099 3.301991 4.186804 -2.0 1.3 2.1
C 5.786286 2.997787 3.615052 2.0 0.4 -1.3
C 5.640454 2.471157 2.375236 1.1 -1.8 -1.8
C 4.445735 1.954930 1.773984 0.7 1.8 -0.1
S 4.243069 1.389053 0.195591 0.7 -0.2 0.1
H 2.422194 3.208072 4.217466 0.0 -0.2 -0.9
H 4.480936 3.866624 5.114794 0.4 -0.2 0.0
H 6.879121 3.275454 3.886037 -2.5 -0.3 0.2
H 6.507858 2.346638 1.753097 0.3 -0.2 -0.1
C 1.419405 1.583265 -4.955768 0.1 0.2 0.3
C 1.810761 2.090705 -3.573051 0.6 0.8 -1.3
O 1.571637 1.372226 -2.619052 -0.6 -1.0 1.9
N 2.487830 3.237382 -3.467368 0.5 -0.8 -1.0
C 3.070628 3.757129 -2.251904 0.3 0.0 0.6
C 1.984869 4.346630 -1.412144 2.0 1.8 -1.8
C 1.640072 5.655039 -1.561363 0.1 0.9 -0.9
C 0.736291 6.241812 -0.683582 -0.7 0.6 0.2
C 0.190037 5.459614 0.320603 0.5 -1.7 0.3
C 0.562120 4.135953 0.396831 -1.3 1.2 1.5
N 1.472586 3.602672 -0.450871 -0.2 -3.4 1.6
H 2.123271 0.767154 -5.154676 -0.4 -0.1 -0.1
H 1.508035 2.305095 -5.765062 0.1 0.2 0.1
H 0.379479 1.229210 -4.934034 0.4 0.0 0.1
H 2.830527 3.605208 -4.328588 0.0 0.4 -0.4
H 3.841661 4.500086 -2.469178 -0.5 0.1 -0.5
H 3.671424 3.005215 -1.704592 -0.7 -0.1 -0.3
H 1.947994 6.351202 -2.371618 0.5 -1.1 0.5
H 0.425292 7.245819 -0.804374 -0.2 0.8 -0.2
H -0.482484 5.806063 1.072464 -0.4 0.4 0.3
H 0.188750 3.546276 1.227798 0.2 -0.2 -0.4
N -0.323825 1.231602 0.217304 -0.7 -0.8 -0.2
S -1.628543 0.575713 0.068724 0.0 1.2 -0.1
N -1.819093 -1.044717 0.030323 -0.1 -0.7 -0.4
S -1.062582 -2.010609 0.957306 -0.8 0.0 0.5
N 0.298071 -2.603931 0.542300 1.6 1.0 -1.5
S 1.179355 -2.020506 -0.784607 -3.9 -5.3 1.4
N 1.874887 -0.752523 -0.729594 1.6 3.3 -0.2
C 0.024181 -2.335701 -2.186850 1.0 1.3 -0.3
C -0.411446 -3.629550 -2.407372 -0.3 -1.1 1.5
C -1.067816 -3.906187 -3.592806 0.5 1.1 -0.9
C -1.255505 -2.848626 -4.525265 -0.6 -0.4 0.7
C -0.840905 -1.546621 -4.267411 0.6 -0.2 0.6
C -0.130595 -1.281111 -3.073431 -0.4 -0.4 -0.3
C 2.324697 -3.388762 -0.892418 -0.1 -0.1 0.7
C 2.233965 -4.465221 -0.024308 0.0 -1.5 0.7
C 3.156841 -5.563278 -0.134507 -1.1 1.7 -0.6
C 4.165157 -5.479241 -1.078311 -0.7 1.3 -0.5
C 4.213176 -4.342884 -1.925200 0.8 -0.4 -0.4
C 3.284820 -3.308589 -1.879982 0.7 -1.5 0.9
C -0.906800 -1.374503 2.600760 0.6 -0.5 0.2
C 0.254364 -0.667057 2.926254 0.6 -0.1 -2.8
C 0.446249 -0.205992 4.182854 0.1 0.4 2.6
C -0.512236 -0.530784 5.193022 0.4 0.2 -2.2
C -1.633627 -1.265446 4.834888 -0.2 0.4 0.6
C -1.854453 -1.712356 3.543837 1.3 0.9 0.1
C -2.084442 -3.443797 1.153421 -0.2 0.5 -0.1
C -1.567047 -4.528216 1.823733 -0.3 -1.0 0.4
C -2.410364 -5.586531 2.183610 0.7 0.9 -0.1
C -3.734221 -5.593594 1.796980 0.2 -0.3 -0.8
C -4.194930 -4.547393 1.004215 0.3 0.2 0.1
C -3.398199 -3.419534 0.749606 -0.6 -0.7 0.6
C -2.699718 1.078055 1.413315 0.9 0.5 0.2
C -2.162986 2.044406 2.254094 0.3 -0.4 0.1
C -2.924442 2.551152 3.280541 -1.6 0.5 0.6
C -4.240403 2.100971 3.487048 -0.3 -0.4 -0.3
C -4.705813 1.073076 2.692954 -0.2 -0.4 -0.3
C -3.953379 0.599166 1.639382 -1.0 -0.9 -0.8
C -2.610888 0.995195 -1.406455 1.3 -0.6 1.1
C -3.306346 0.068186 -2.136965 -0.6 -0.7 0.0
C -3.982276 0.555869 -3.253822 0.1 -0.8 -0.2
C -3.930025 1.876240 -3.639285 0.5 -0.2 0.1
C -3.110897 2.729730 -2.923109 0.0 1.8 -0.6
C -2.440102 2.300193 -1.806901 0.6 0.6 0.6
H -0.332355 -4.366048 -1.554998 0.1 0.6 -1.3
H -1.316768 -4.907724 -3.917743 -0.3 0.0 0.4
H -1.875268 -3.068498 -5.391549 0.4 0.1 -0.1
H -0.988501 -0.761697 -5.005539 -0.1 -0.1 0.2
H 0.266672 -0.307289 -2.792446 0.0 0.0 -0.4
H 1.396122 -4.522402 0.704304 1.0 0.1 -0.6
H 2.998050 -6.455906 0.439452 0.1 -0.1 0.4
H 4.875514 -6.270504 -1.235421 0.2 -0.2 0.1
H 5.040144 -4.307891 -2.651456 -0.6 0.1 0.3
H 3.304549 -2.491278 -2.533490 0.2 1.0 -0.9
H 0.963345 -0.489986 2.065489 -0.6 0.0 1.4
H 1.335562 0.387594 4.499155 -0.8 -0.6 -0.6
H -0.384948 -0.132567 6.168206 0.0 0.1 0.8
H -2.406562 -1.448445 5.557071 -0.1 -0.2 0.4
H -2.687471 -2.288944 3.280627 -1.2 -0.6 -0.1
H -0.530716 -4.573473 2.073004 0.5 0.1 0.3
H -2.022082 -6.395362 2.763878 0.3 -0.4 0.2
H -4.294937 -6.510975 1.998482 -0.2 0.6 -0.1
H -5.160847 -4.598726 0.556519 -0.7 0.1 0.0
H -3.827673 -2.524863 0.356372 -0.1 0.3 -0.6
H -1.136168 2.313361 2.080770 0.1 0.3 0.1
H -2.647171 3.373959 3.913121 0.7 0.1 0.0
H -5.006412 2.513829 4.156051 1.0 0.2 0.2
H -5.675500 0.606720 2.796936 -0.2 0.4 0.3
H -4.455162 -0.094012 0.958821 0.4 0.0 0.1
H -3.313183 -0.999834 -1.835468 -0.1 0.9 -0.4
H -4.478241 -0.122983 -3.916049 -0.4 -0.4 0.0
H -4.428989 2.168809 -4.547763 -0.1 0.3 0.0
H -2.963078 3.776596 -3.251254 -0.2 -0.7 0.2
H -1.743290 2.951887 -1.252758 -0.5 -0.2 -0.3
```
Positions in Å, forces in eV/Å.

The largest force on an atom comes out at 6.7 eV/Å. The calculation puts the relative energy (zero: lowest compared OMol25 entry of this formula, charge and spin) at 309.32 kJ/mol. As for the multiplicity: 6. Its expectation value of S² is 8.84. Its net charge is +2. The frontier orbital gap (spin up / spin down) comes out at 3.3 / 3.9 eV.

---

# 2
Entry from OMol25: a structure of composition C23H21BeF10N5O2 (ωB97M-V/def2-TZVPD).

Structure (XYZ):
```
62
Properties=species:S:1:pos:R:3:forces:R:3
Be 0.678641 0.068012 1.302702 -0.8 0.0 0.0
C 2.249882 -0.112334 4.768693 0.3 -0.1 0.2
N 1.044561 0.066750 3.993051 0.0 0.0 -0.1
C 0.483053 1.393784 4.144075 -0.1 0.2 -0.1
C -0.565987 1.730454 3.094681 -0.1 0.0 -0.1
N -0.069641 1.459951 1.743804 -0.1 0.2 -0.2
C -0.645192 2.233247 0.740740 -0.1 -0.1 0.2
C -2.032134 2.390463 0.563161 0.4 0.1 0.0
F -2.877734 1.750570 1.377049 -0.1 -0.1 0.1
C -2.577891 3.149518 -0.456864 0.1 0.0 0.0
F -3.899870 3.259644 -0.584613 -0.1 0.0 0.0
C -1.750746 3.770615 -1.371789 0.0 0.1 -0.1
F -2.264294 4.487194 -2.377683 0.0 0.0 0.0
C -0.380996 3.634475 -1.246255 -0.1 -0.1 0.1
F 0.424551 4.226675 -2.138068 0.1 0.1 0.0
C 0.149657 2.895617 -0.207893 -0.2 -0.1 0.1
F 1.485677 2.796203 -0.135784 0.1 0.1 0.0
C 0.137210 -1.054339 4.185155 -0.1 -0.2 -0.1
C -0.694301 -1.418476 2.950577 -0.1 0.1 -0.1
N 0.156991 -1.400509 1.764751 0.0 -0.2 -0.1
C -0.015335 -2.410406 0.844858 0.0 -0.1 0.0
C 1.090100 -2.952714 0.162019 -0.2 0.1 0.1
F 2.320378 -2.512786 0.464133 0.1 0.1 0.0
C 0.980419 -3.936048 -0.799724 -0.1 0.1 0.0
F 2.072051 -4.405013 -1.411457 0.1 0.0 0.0
C -0.261140 -4.452786 -1.123871 0.0 0.0 0.0
F -0.375982 -5.412822 -2.047385 0.0 -0.1 -0.1
C -1.377414 -3.958415 -0.477713 0.0 0.0 0.0
F -2.583939 -4.428657 -0.800369 -0.1 0.0 0.0
C -1.254461 -2.954358 0.466271 0.2 0.1 0.0
F -2.386115 -2.450268 0.981031 -0.1 0.0 0.0
H 2.054564 -0.349663 5.826035 -0.1 0.1 0.0
H 2.854699 -0.932955 4.365091 -0.1 0.1 0.0
H 2.851932 0.796355 4.749662 0.0 0.0 -0.1
H 0.048877 1.560430 5.145494 0.0 -0.1 0.0
H 1.302784 2.105591 4.026891 0.1 0.0 0.0
H -1.499638 1.212076 3.325426 -0.1 -0.1 0.0
H -0.787440 2.797295 3.211049 0.0 0.0 -0.1
H 0.763646 -1.920481 4.406329 0.0 0.0 0.0
H -0.522350 -0.912207 5.057848 0.0 0.1 0.0
H -1.106652 -2.416128 3.115304 0.0 0.0 0.1
H -1.553535 -0.749417 2.845454 0.0 0.0 0.0
O 2.505459 0.487680 1.777245 0.6 0.1 0.0
O 3.473935 -0.215565 1.697213 0.0 0.0 0.0
N 0.881091 0.029434 -0.424442 0.3 0.1 0.3
C 0.986766 0.045194 -1.570797 -0.2 0.0 -0.1
N 1.091038 0.043635 -2.868343 0.0 -0.1 -0.1
C 1.026741 1.319795 -3.604725 0.0 0.0 0.1
C -0.352560 1.510505 -4.219052 0.0 0.0 0.0
C -0.757997 0.294622 -5.047274 -0.1 0.0 0.0
C -0.709755 -0.977610 -4.204822 0.0 0.0 0.0
C 0.672268 -1.171513 -3.600844 0.1 0.0 0.1
H 1.798468 1.284631 -4.377489 0.0 0.0 0.0
H 1.276447 2.123766 -2.913410 0.0 0.0 -0.1
H -0.348235 2.417339 -4.826109 0.0 0.0 0.0
H -1.080775 1.671043 -3.418439 0.0 0.0 0.0
H -0.084132 0.190613 -5.905167 0.0 0.0 0.0
H -1.759961 0.438089 -5.453809 0.0 0.0 0.0
H -0.960688 -1.854719 -4.803600 0.0 0.0 0.0
H -1.447079 -0.920701 -3.397393 0.0 0.0 0.0
H 1.419822 -1.352194 -4.376391 0.0 0.0 0.0
H 0.702233 -2.008173 -2.904225 0.0 0.0 0.0
```
Positions in Å, forces in eV/Å.

The largest force on an atom comes out at 0.8 eV/Å. The calculation puts the relative energy (zero: lowest compared OMol25 entry of this formula, charge and spin) at 9.97 kJ/mol. As for the multiplicity: 1. The frontier orbital gap (spin up / spin down) comes out at 5.9 / 5.8 eV.